The following is a DFT calculation (wB97M-V/def2-TZVPD) of a structure of composition C43H77NO19PbPdS7 in a non-equilibrium geometry.

Molecular weight ... 1450.17 g mol⁻¹
E_HOMO (alpha / beta) ... -12.276 / -11.949 eV
2S+1 ... 3
Orbital gap (alpha / beta) ... 7.43 / 3.03 eV
Max |F| ... 3.7 eV/A
Energy relative to the best compared isomer or geometry (same formula, charge and spin) ... 0.0 kJ/mol
Total charge ... +2

```
149
Properties=species:S:1:pos:R:3:forces:R:3:mulliken_charge:R:1
Pd -1.099 -3.566 2.390 -0.32 0.14 0.22 0.3912
Pb -1.317 3.821 -1.720 0.91 -1.14 1.11 1.4462
C 0.189 -0.349 -0.127 -0.36 0.62 -1.16 1.1666
C -0.428 0.841 -0.492 -0.85 0.25 1.06 0.0322
C -1.801 1.185 0.133 1.33 -1.77 0.89 1.1454
O -2.344 2.213 -0.272 -1.08 2.48 -1.39 -1.0280
C -2.310 0.396 1.142 0.15 1.26 -0.91 -0.4857
C -1.680 -0.791 1.489 -1.48 -0.91 1.66 0.8469
C -0.401 -1.204 0.801 1.19 -1.11 -0.28 0.8463
O 0.145 -2.308 1.072 -0.39 0.33 0.35 -1.5829
O -2.196 -1.533 2.359 1.03 0.12 -0.59 -0.9495
O 0.046 1.732 -1.228 0.18 0.53 -0.78 -0.1920
H 1.007 -0.653 -0.761 0.37 -0.24 0.45 -0.8932
H -3.201 0.776 1.619 -0.14 -0.47 0.23 0.1729
C -6.051 1.701 1.559 1.43 -0.03 0.28 0.5153
C -6.126 0.704 2.710 -0.16 -1.13 0.74 -0.0820
C -6.188 1.442 4.044 0.24 0.28 -0.19 -0.8999
S -7.024 2.984 3.663 -0.63 -0.99 0.00 1.0976
O -6.123 4.063 3.943 0.23 0.57 -0.15 -0.5689
O -8.337 2.927 4.242 -0.07 0.39 -0.10 -0.6872
C -7.145 2.726 1.855 0.34 -0.77 0.41 -1.0122
H -6.087 1.196 0.593 -0.58 0.12 -0.04 0.5062
H -5.023 2.094 1.574 -0.31 0.52 0.06 -0.6444
H -5.296 -0.003 2.813 0.09 0.13 -0.62 -0.2223
H -7.022 0.077 2.633 -0.02 0.15 -0.15 0.4013
H -5.206 1.696 4.443 0.05 0.06 -0.19 0.3222
H -6.712 0.892 4.820 -0.29 0.13 -0.03 0.5089
H -7.114 3.693 1.371 0.05 0.03 -0.16 0.4944
H -8.069 2.180 1.675 -0.38 0.51 0.10 0.4133
C 0.556 0.373 -6.361 1.45 0.14 -0.80 -0.9332
C 1.112 -0.456 -5.204 0.42 -0.16 -0.02 -0.2428
C 0.715 0.272 -3.934 -0.22 0.40 -0.78 0.6231
S 1.168 1.990 -4.304 -1.07 -1.09 -0.19 1.2152
O 2.549 2.200 -4.002 0.86 0.21 0.34 -0.6646
O 0.155 2.846 -3.722 -0.08 0.44 -0.37 -0.7325
C 0.929 1.844 -6.094 -1.32 0.33 0.48 -0.8527
H -0.501 0.271 -6.585 -0.12 -0.15 0.39 0.3622
H 1.104 0.093 -7.262 -0.29 -0.18 -0.12 0.3599
H 2.205 -0.460 -5.296 -0.01 0.04 0.03 0.2343
H 0.825 -1.507 -5.241 -0.33 0.08 0.12 0.3886
H 1.193 -0.034 -3.012 -0.20 0.03 0.13 -1.2180
H -0.377 0.301 -3.905 0.04 -0.14 0.59 0.5432
H 1.775 2.261 -6.627 0.24 -0.20 0.09 0.4715
H 0.043 2.443 -6.301 0.24 0.33 -0.04 0.3555
C 3.125 4.822 1.287 1.43 -0.92 0.21 0.0656
C 4.044 3.933 0.420 1.29 -0.04 0.74 -1.1689
C 3.208 3.360 -0.687 -1.13 0.97 -0.25 0.2307
S 2.362 4.865 -1.252 0.52 -0.47 0.08 0.8715
O 0.962 4.515 -1.491 -0.10 0.34 0.12 -0.4403
O 3.064 5.492 -2.324 0.19 0.27 -0.33 -0.7131
C 2.536 5.804 0.289 -1.66 -0.67 0.20 -0.6394
H 3.761 5.248 2.066 -0.16 0.62 -0.25 0.5395
H 2.476 4.167 1.877 -0.69 0.32 -0.51 -0.2430
H 4.600 3.205 1.020 -0.43 -0.27 -0.01 0.3244
H 4.867 4.560 0.052 -0.26 0.01 -0.40 0.5118
H 2.337 2.805 -0.322 0.36 -0.53 0.03 -0.4454
H 3.651 2.930 -1.581 0.18 -0.12 0.11 0.5683
H 1.480 6.010 0.486 0.21 0.56 0.27 0.2055
H 3.126 6.693 0.108 0.07 0.06 -0.08 0.4332
C -3.020 4.051 3.540 -0.16 0.28 -0.55 -0.1202
C -1.569 3.644 3.791 -0.57 -1.03 0.34 0.0111
C -0.756 4.878 3.493 -0.54 -0.24 -1.39 -0.7409
S -1.452 5.255 1.836 -1.21 -0.23 1.14 0.9998
O -0.748 4.450 0.822 0.27 0.36 -0.49 -0.2387
O -1.605 6.677 1.698 0.41 0.08 -0.66 -0.8003
C -3.083 4.462 2.064 0.35 0.28 0.15 -0.3366
H -3.302 4.965 4.069 0.21 -0.21 0.47 0.4105
H -3.753 3.308 3.830 0.00 -0.15 -0.23 -0.4213
H -1.297 2.857 3.069 -0.04 0.09 0.03 -0.2978
H -1.504 3.138 4.754 0.58 0.60 0.24 0.5913
H 0.304 4.733 3.315 0.15 0.12 0.48 0.1206
H -1.071 5.735 4.082 0.46 0.07 0.21 0.5508
H -3.127 3.655 1.336 -0.04 -0.16 0.13 -0.2160
H -3.857 5.204 1.891 0.05 0.08 -0.19 0.5186
C -1.997 -2.924 -2.900 -0.75 0.36 -0.80 0.2581
C -1.267 -4.227 -3.222 1.74 0.06 0.27 -0.6826
C -1.011 -4.869 -1.871 0.51 -0.93 0.81 -0.7856
S -2.523 -4.637 -0.950 -0.82 0.69 -0.93 0.8769
O -2.244 -3.998 0.320 -0.15 -0.48 -0.51 -0.0329
O -3.389 -5.782 -1.042 0.25 -0.25 0.44 -0.7323
C -3.188 -3.355 -2.049 -0.20 0.05 0.66 -0.8489
H -2.330 -2.423 -3.814 -0.16 -0.15 0.02 0.4820
H -1.336 -2.190 -2.434 0.07 -0.29 0.44 -0.3893
H -0.273 -4.020 -3.639 -0.17 0.10 -0.19 0.2248
H -1.716 -4.939 -3.911 -0.61 0.31 0.06 0.4050
H -0.210 -4.413 -1.281 -0.20 0.46 -0.16 0.1159
H -0.753 -5.931 -1.855 -0.36 -0.03 -0.32 0.5942
H -3.682 -2.692 -1.334 0.46 0.55 -0.28 0.4051
H -3.994 -3.741 -2.670 0.18 -0.47 -0.04 0.4311
C 3.945 0.322 3.275 0.12 -0.97 0.10 -1.1787
C 2.993 0.627 2.102 -0.21 0.66 0.46 1.6928
C 1.608 0.819 2.743 0.62 -0.67 -0.31 -0.2489
S 1.910 1.657 4.291 -0.46 -0.10 0.16 1.1526
O 1.122 1.037 5.308 -0.16 -0.17 0.47 -0.7370
O 1.781 3.080 4.077 0.12 0.10 -0.24 -0.6178
C 3.641 1.264 4.446 0.54 0.59 -1.61 -0.8867
H 4.987 0.427 2.969 0.00 0.05 0.05 0.4168
H 3.826 -0.729 3.563 -0.12 0.11 0.05 0.4376
H 2.989 -0.208 1.409 -0.11 0.04 -0.17 -0.6488
H 3.300 1.535 1.579 0.07 -0.03 -0.06 -0.6626
H 1.261 -0.198 2.931 -0.42 0.20 0.43 0.4224
H 0.848 1.388 2.214 0.12 0.04 -0.22 -0.1759
H 3.949 0.962 5.437 -0.15 -0.11 0.11 0.4890
H 4.139 2.178 4.108 -0.07 0.24 0.79 0.3488
C -5.900 -3.472 1.436 0.95 0.84 -0.05 0.1969
C -6.186 -4.955 1.204 -0.24 0.07 0.29 -0.7336
C -5.171 -5.773 1.994 0.46 0.10 0.79 -0.6257
S -4.562 -4.692 3.309 -0.25 1.45 -0.15 0.9436
O -3.200 -4.320 2.952 0.25 -0.55 0.41 -0.5140
O -4.874 -5.112 4.646 0.26 -0.45 -0.18 -0.7133
C -5.596 -3.248 2.908 0.11 -1.68 0.49 -0.8165
H -6.666 -2.791 1.069 -0.20 -0.19 -0.03 0.5280
H -4.957 -3.180 0.952 -0.20 -0.13 -0.33 -0.4098
H -6.143 -5.227 0.153 -0.06 0.04 -0.07 0.3751
H -7.185 -5.167 1.585 -0.05 -0.12 -0.12 0.3736
H -4.249 -5.997 1.463 -0.20 -0.25 -0.30 0.1964
H -5.574 -6.642 2.508 -0.02 -0.16 -0.24 0.4522
H -5.000 -2.384 3.176 -0.12 0.21 -0.04 0.1941
H -6.411 -3.460 3.603 -0.35 0.63 -0.20 0.4287
C 4.943 -0.194 -3.189 1.08 0.07 -0.35 -1.4418
C 4.938 -0.930 -1.832 -1.25 2.19 1.71 2.4871
C 3.507 -1.331 -1.486 -0.53 -1.67 -0.52 -0.6865
C 3.125 -2.590 -2.254 0.17 -0.76 0.49 -0.1866
C 4.145 -3.692 -2.004 0.52 0.10 0.76 -1.4754
C 5.649 -3.350 -2.218 -1.44 -1.66 -0.09 1.4424
N 5.904 -1.989 -1.739 1.06 -0.19 -3.50 0.4345
O 7.179 -1.549 -2.099 -1.19 -0.16 0.72 -0.3534
C 6.507 -4.324 -1.414 0.77 0.15 0.18 -1.8515
C 5.931 -3.579 -3.715 1.25 1.60 -0.91 -1.7224
C 5.324 0.084 -0.739 0.00 1.45 0.13 -1.8756
H 4.066 0.445 -3.294 -0.13 -0.21 0.21 0.0151
H 5.005 -0.867 -4.043 -0.15 0.00 -0.01 0.1627
H 5.801 0.480 -3.213 0.05 -0.12 -0.19 0.6672
H 3.417 -1.445 -0.403 -0.12 -0.32 -0.07 0.4482
H 2.733 -0.630 -1.798 0.80 0.86 0.22 -0.4427
H 2.996 -2.405 -3.325 0.20 0.21 0.00 0.2574
H 2.169 -3.004 -1.919 -0.06 0.29 0.07 0.0128
H 3.885 -4.541 -2.632 0.30 -0.24 0.18 0.5240
H 4.137 -3.994 -0.951 -0.68 -0.13 -0.10 0.3860
H 6.265 -5.349 -1.692 -0.28 0.09 0.19 0.3877
H 7.570 -4.205 -1.630 -0.05 0.16 -0.11 0.4135
H 6.395 -4.148 -0.344 -0.21 -0.28 0.01 0.4560
H 6.971 -3.329 -3.969 -0.04 -0.14 0.11 0.4843
H 5.821 -4.604 -4.058 -0.29 -0.15 0.60 0.4755
H 5.330 -2.942 -4.372 -0.24 -0.18 0.21 0.3264
H 5.567 -0.338 0.236 -0.10 -0.33 -0.10 0.4874
H 4.449 0.732 -0.605 0.09 -0.18 0.06 0.1548
H 6.125 0.771 -1.017 0.19 -0.36 -0.13 0.4458
H 7.141 -1.577 -3.079 0.44 -0.04 0.20 0.4670
```
Positions in Å, forces in eV/Å.